(1)
This record from the OMol25 dataset describes a 2-piece molecular cluster, C4H12OS overall at a distorted geometry. The level of theory is ωB97M-V/def2-TZVPD.

```
18
Properties=species:S:1:pos:R:3:forces:R:3:lowdin_charge:R:1
H -1.065 0.939 -1.366 -0.4 -0.9 0.7 0.055
H -0.178 -0.551 -3.366 0.2 -0.2 0.1 0.050
H 0.655 0.906 -2.797 0.1 0.0 0.0 0.064
H 0.210 -1.602 1.924 -0.1 0.0 -0.2 0.071
H 1.565 -0.280 4.339 -0.2 -0.5 0.1 0.108
H 1.343 -2.319 3.089 -0.4 -0.3 0.2 0.069
H 1.987 -1.386 1.851 0.0 0.1 -0.4 0.070
C -0.259 0.525 -3.247 -0.3 0.4 -0.5 -0.189
C 1.113 -1.440 2.496 0.9 -0.1 0.6 -0.082
H -3.836 0.403 -2.697 0.1 0.2 0.1 -0.158
H 1.982 0.712 1.850 -0.1 0.0 -0.1 0.060
S -2.759 -0.386 -2.627 -0.2 -0.5 0.2 0.697
H -1.896 1.833 -2.442 0.0 0.1 -0.9 0.064
H 0.060 0.149 3.479 -0.2 -0.1 0.4 0.100
C 1.085 -0.194 3.365 0.2 1.0 -0.6 -0.293
C -1.473 0.834 -2.364 0.7 1.0 0.2 -0.653
O 1.796 0.912 2.769 0.0 -0.1 0.0 -0.102
H -0.331 0.944 -4.256 -0.2 0.0 0.1 0.070
```
Forces are in eV/Å.

Its spin multiplicity is 1. As for the SMILES: CCO.CCS. The highest occupied orbital energy comes out at -9.0959 eV. The energy relative to the best compared isomer or geometry (same formula, charge and spin) is 1.1237 eV. As for the HOMO-LUMO gap: 9.7 eV.


(2)
This record from the OMol25 dataset describes C33H34B2F4N4O4P2RbSe as an isolated structure. The level of theory is ωB97M-V/def2-TZVPD.

```
85
Properties=species:S:1:pos:R:3:forces:R:3:lowdin_charge:R:1
H -4.127 3.503 0.493 0.0 0.0 0.0 0.095
C -0.964 4.930 -1.185 0.0 0.0 0.0 -0.081
C -2.221 5.321 -1.634 0.0 0.0 0.0 -0.098
H 0.137 3.743 0.217 0.0 0.1 0.0 0.106
H -2.992 -1.954 4.483 0.0 0.0 0.0 0.102
C 3.618 -1.630 -4.945 0.0 -0.1 0.1 -0.017
C -4.108 1.925 -2.667 0.0 -0.1 0.0 -0.100
H -4.140 -4.038 0.924 0.0 0.0 0.0 0.103
C -0.916 3.371 3.060 0.0 -0.1 -0.1 -0.376
N 2.299 -2.799 -3.226 0.2 0.1 -0.2 -0.037
H 2.987 1.093 -4.127 0.0 0.0 0.0 0.080
C -1.009 5.102 4.750 0.0 0.0 0.0 -0.099
B 1.800 -5.107 -3.301 0.0 0.0 0.0 -1.087
H -2.882 -2.424 -0.431 0.0 0.0 0.0 0.096
C 1.108 4.185 4.090 0.0 0.0 0.0 -0.079
F 2.519 0.983 1.472 0.0 0.0 0.0 0.148
C 2.774 -0.541 -2.752 0.2 0.1 -0.2 -0.294
C -2.898 -2.318 0.650 0.0 0.1 0.1 -0.123
F 2.078 -6.203 -4.095 -0.1 0.1 0.0 0.143
Se 5.338 -1.675 -0.225 0.2 -0.2 -0.1 0.379
C 2.840 -1.732 -3.665 0.1 0.0 -0.1 -0.272
H 3.852 -6.171 0.119 0.0 0.0 0.0 0.093
H -0.072 5.324 -1.656 0.0 0.0 0.0 0.102
B 2.630 -0.121 0.649 0.0 0.0 0.0 -1.114
O 2.494 -3.940 -3.930 0.0 -0.2 0.0 0.034
C -1.988 3.513 0.482 0.0 0.1 0.0 -0.377
H 2.168 -4.385 3.014 0.0 0.0 0.0 0.082
C -3.358 4.813 -1.027 0.0 0.0 0.0 -0.099
H -1.742 -0.331 3.136 0.0 0.0 0.0 0.083
H -4.771 2.435 -3.355 0.0 0.0 0.0 0.101
C -2.397 0.613 -0.886 -0.1 0.0 0.0 -0.385
O 2.240 -5.462 -1.917 0.0 -0.1 -0.1 0.038
O 2.328 0.294 -0.700 0.0 0.0 0.0 0.017
H -1.592 5.784 5.356 0.0 0.0 0.0 0.096
H 3.801 -3.942 2.498 0.0 0.0 0.0 0.088
C -1.646 4.255 3.857 0.0 0.0 0.0 -0.120
H -2.309 6.021 -2.456 0.0 0.0 0.0 0.098
H 3.331 1.492 -2.427 0.0 0.0 0.0 0.076
N 2.264 -0.752 -1.608 -0.1 -0.1 0.0 0.022
C 3.431 0.733 -3.197 0.0 0.0 0.1 -0.014
H 0.878 5.726 5.567 0.0 0.0 0.0 0.096
C 0.470 3.339 3.188 0.1 0.1 0.0 -0.080
C -0.849 4.037 -0.131 0.0 0.0 0.0 -0.085
H -0.068 0.723 2.091 0.0 0.0 0.0 0.054
C -3.240 3.912 0.026 0.1 0.1 0.0 -0.119
H 2.223 -6.784 0.310 0.0 0.0 0.0 0.084
Rb 0.094 -2.695 -1.693 -0.7 0.4 0.2 0.956
H 4.664 -1.384 -4.749 0.0 0.0 0.0 0.085
H 3.208 -0.847 -5.586 0.0 0.0 0.0 0.078
C -2.972 -2.059 3.406 0.0 0.0 0.0 -0.080
H 2.673 -2.679 3.016 0.0 0.0 0.0 0.077
H -5.694 1.254 -1.385 0.0 0.0 0.0 0.102
C 2.899 -5.985 0.620 0.0 0.0 -0.1 -0.016
F 4.189 -0.393 0.690 -0.2 0.2 0.1 -0.399
C -4.624 1.264 -1.561 0.0 0.0 0.0 -0.092
C 2.755 -3.628 2.493 0.1 0.2 0.0 -0.017
C 0.376 5.068 4.869 0.0 0.0 0.0 -0.100
H -4.202 -3.818 3.392 0.0 0.0 0.0 0.098
N 2.018 -4.448 -1.047 0.1 -0.2 0.1 -0.041
H 2.187 4.148 4.173 0.0 0.0 0.0 0.105
C -3.775 0.622 -0.668 0.0 0.0 -0.1 -0.100
C -0.606 1.182 1.254 0.1 -0.1 0.3 -0.528
H 1.075 2.670 2.590 0.0 -0.1 0.0 0.087
C 2.347 -4.665 0.165 0.1 -0.1 0.1 -0.269
H 0.173 1.687 0.679 0.0 0.0 0.0 0.037
C -2.217 -1.253 1.253 0.0 0.0 0.2 -0.386
C -1.890 1.271 -2.010 -0.1 0.0 0.0 -0.098
C -2.737 1.936 -2.887 0.0 -0.1 0.1 -0.083
N 1.929 -2.387 0.526 -0.2 0.1 -0.1 0.021
P -1.894 2.334 1.896 0.0 0.0 -0.1 1.039
P -1.160 -0.209 0.195 -0.1 0.1 -0.2 0.999
H -4.186 0.117 0.197 0.0 0.0 0.0 0.103
H -0.819 1.260 -2.194 0.0 0.0 0.0 0.111
C -3.616 -3.225 1.411 0.0 0.0 0.0 -0.085
C -2.261 -1.141 2.640 0.0 0.0 0.0 -0.089
C 2.283 -3.473 1.079 0.2 -0.2 0.2 -0.286
H 3.048 -6.033 1.694 0.0 0.0 0.0 0.059
H -2.326 2.455 -3.744 0.0 0.0 0.0 0.106
H 3.573 -2.582 -5.467 0.0 0.0 0.0 0.075
O 2.007 -1.240 1.310 0.0 0.0 0.0 0.017
F 0.392 -4.823 -3.262 0.2 -0.2 -0.1 -0.027
H -4.341 5.107 -1.376 0.0 0.0 0.0 0.102
C -3.652 -3.101 2.796 0.0 0.0 0.0 -0.094
H 4.493 0.557 -3.380 0.0 0.0 0.0 0.084
H -2.728 4.277 3.773 0.0 0.0 0.0 0.094
```
Forces are in eV/Å.

Its total charge is -1. Its spin multiplicity is 1. The highest occupied orbital energy comes out at -4.5498 eV. As for the HOMO-LUMO gap: 6.5 eV.


(3)
This record from the OMol25 dataset describes C34H42N5Se3V as an isolated structure. The level of theory is ωB97M-V/def2-TZVPD.

```
85
Properties=species:S:1:pos:R:3:forces:R:3:lowdin_spin:R:1
H -1.115 4.914 0.473 0.0 0.0 0.0 0.000
H -3.566 -3.472 3.932 0.0 0.0 0.0 0.000
V -1.441 -1.378 -0.484 0.4 0.3 0.4 2.026
H -2.642 3.232 3.406 0.0 0.0 0.0 0.000
C 4.896 2.471 0.172 0.0 0.0 0.0 0.000
C -2.345 3.497 2.392 0.0 0.0 0.0 -0.001
Se -4.609 -2.206 -2.203 0.0 0.1 0.0 0.010
H 1.075 -0.229 3.914 0.0 0.0 0.0 0.000
C 2.279 -0.619 2.175 0.0 0.0 0.1 0.000
H 4.698 4.293 -0.949 0.0 0.0 0.0 0.000
H 2.283 0.163 -3.391 0.0 0.0 0.0 -0.001
H 2.833 2.893 4.709 0.0 0.0 0.0 0.000
H 4.846 0.646 1.304 0.0 0.0 0.0 0.000
C -0.735 -1.205 -4.450 0.0 0.0 0.0 0.000
C -3.249 -4.326 -3.319 0.0 0.0 0.0 -0.001
H -2.593 2.649 1.748 0.0 0.0 0.0 0.000
C 3.135 -1.272 -2.034 0.0 0.0 0.0 0.020
C 0.562 -1.475 -0.951 -0.2 -0.2 -0.1 -0.072
C -0.308 0.228 -2.532 -0.1 0.0 0.2 0.001
N -1.855 -3.077 -1.820 -0.2 0.1 0.0 0.006
H 1.638 -1.440 1.857 0.0 0.1 0.1 0.001
C -3.683 -2.848 3.058 0.0 0.0 0.0 -0.001
H -2.955 4.346 2.079 0.0 0.0 0.0 0.000
C -1.598 1.039 -4.371 0.0 0.0 0.0 0.000
H 3.960 0.772 3.823 0.0 0.0 0.0 0.000
N 1.949 0.543 1.346 0.0 0.0 -0.1 -0.001
C 0.834 -0.598 -1.999 0.0 -0.1 -0.2 0.009
C 2.314 2.158 4.096 0.0 0.0 0.0 0.000
N -2.859 -2.162 0.938 0.2 0.2 0.1 -0.002
H -1.263 -0.010 -1.913 0.0 0.0 -0.3 0.004
H -2.594 0.737 -4.003 0.0 0.0 0.0 0.000
H 0.027 -1.874 -4.053 0.0 0.0 0.0 0.000
C 2.785 3.495 -0.460 0.0 0.0 0.0 0.000
N 0.812 2.130 0.363 0.0 0.0 0.0 -0.001
C -1.016 -5.047 -2.913 0.0 0.0 0.0 -0.001
C 2.160 2.436 0.189 0.0 0.0 0.0 0.000
C 2.883 -2.150 -0.983 0.0 0.0 0.0 -0.004
H -1.635 1.052 -5.459 0.0 0.0 0.0 0.000
H -5.704 -0.514 1.654 0.0 0.0 0.0 0.000
Se -3.925 -0.415 -0.879 0.0 -0.2 -0.1 -0.005
C -2.742 -2.903 2.043 0.0 -0.1 0.0 0.008
C 1.606 -2.258 -0.452 0.0 0.0 -0.1 0.007
H 2.226 4.286 -0.941 0.0 0.0 0.0 0.000
H 0.558 4.748 0.958 0.0 0.0 0.0 0.000
H 0.069 -3.780 -1.576 0.0 0.0 0.0 0.001
H 3.087 0.586 5.317 0.0 0.0 0.0 0.000
H -0.180 1.282 -2.275 0.0 0.1 0.0 -0.001
H 3.685 -2.762 -0.589 0.0 0.0 0.0 -0.001
C 4.273 1.423 0.818 0.0 0.0 0.0 0.000
H -0.068 3.361 -1.043 0.0 0.0 0.0 0.000
C 2.882 1.424 0.808 0.0 0.0 0.0 0.000
H 2.429 -1.313 4.148 0.0 0.0 0.0 0.000
C -0.871 -3.968 -2.070 0.0 0.0 0.0 0.010
C -0.276 3.029 -0.025 0.0 0.0 0.0 -0.001
H 1.432 -2.969 0.350 0.0 0.0 0.0 0.000
H -1.873 -3.543 2.109 0.0 0.0 0.0 0.001
C 2.107 -0.503 -2.554 0.0 0.1 0.1 -0.005
H -1.731 -1.611 -4.208 0.0 0.0 0.0 0.000
H 3.305 -0.887 1.924 0.0 0.0 0.0 0.000
N -0.560 0.133 -3.922 0.1 0.0 0.0 -0.004
C -0.397 4.221 0.921 0.0 0.0 0.0 0.000
H 4.130 -1.202 -2.453 0.0 0.0 0.0 0.001
C -3.025 -3.277 -2.437 0.0 0.0 0.0 0.007
C -4.751 -1.973 2.938 0.0 0.0 0.0 0.009
H 2.337 2.529 3.070 0.0 0.0 0.0 0.000
H -4.207 -4.433 -3.810 0.0 0.0 0.0 0.000
H -0.188 -5.724 -3.062 0.0 0.0 0.0 0.000
H -2.381 -6.052 -4.243 0.0 0.0 0.0 0.000
H -0.262 3.010 2.704 0.0 0.0 0.0 0.000
Se -0.861 0.058 1.500 -0.1 -0.1 0.0 -0.031
C -2.229 -5.226 -3.560 0.0 0.0 0.0 0.007
H 1.273 2.136 4.426 0.0 0.0 0.0 0.000
C -3.917 -1.347 0.815 0.0 -0.1 0.0 0.009
C 4.165 3.490 -0.458 0.0 0.0 0.0 0.000
C -4.876 -1.196 1.790 -0.1 -0.1 0.0 -0.001
C 2.132 -0.375 3.672 0.0 0.0 0.0 0.000
C 0.722 0.978 1.042 0.0 -0.1 0.0 0.002
H -0.639 -1.184 -5.535 0.0 0.0 0.0 0.000
C 2.953 0.779 4.252 0.0 0.0 0.0 0.000
H -5.488 -1.895 3.726 0.0 0.0 0.0 0.000
H -1.392 2.052 -4.025 0.0 0.0 0.0 0.000
H 5.976 2.512 0.153 0.0 0.0 0.0 0.000
H -1.196 2.444 -0.033 0.0 0.0 0.0 0.000
C -0.862 3.845 2.326 0.0 0.0 0.0 0.000
H -0.655 4.680 2.997 0.0 0.0 0.0 0.000
```
Forces are in eV/Å.

Its total charge is +2. Its spin multiplicity is 3. The highest occupied orbital energy (alpha / beta) comes out at -13.6039 / -13.6550 eV. The energy relative to the best compared isomer or geometry (same formula, charge and spin) is 0.0000 eV. As for the HOMO-LUMO gap (alpha / beta): 7.2 / 7.4 eV.


Sequential energy output: -632.98579, -5355.54879, -9742.42138 a.u.